DFT (wB97M-V/def2-TZVPD) results for a structure of composition C7H14N2O in a non-equilibrium geometry.

For the strongest force on any atom, the calculation gives 3.6 eV Å⁻¹. The energy above the lowest of the compared OMol25 structures with the same formula, charge and spin is 5.8813 eV. As for the HOMO-LUMO gap: 6.96 eV.

XYZ file:
```
24
Properties=species:S:1:pos:R:3:nbo_charge:R:1
H -2.2794 -1.2402 1.4539 0.41
N -1.6974 -0.5441 0.9643 -0.74
H 0.2562 2.8597 -0.4393 0.20
H 1.2475 1.1966 -2.2758 0.19
H 0.3569 -2.5414 2.0268 0.22
O 0.4988 0.0070 2.4253 -0.65
C 0.5344 -1.9548 1.1210 -0.74
H 1.1851 -0.5476 -1.9373 0.21
H -0.2927 2.1712 1.0684 0.22
C 0.1075 -0.5513 1.4225 0.64
H -1.2215 1.9290 -0.4384 0.20
C -0.2218 1.9726 -0.0043 -0.68
H 2.6971 0.9991 -0.4453 0.36
C 0.5991 0.7206 -0.2797 0.06
N 1.9532 0.8382 0.2268 -0.88
H 2.0572 1.5360 0.9542 0.37
C 0.6831 0.4049 -1.7620 -0.65
C -1.6934 -0.7051 -0.4309 0.14
H 0.0504 -2.3617 0.2377 0.22
H -1.9831 -1.6649 -2.3896 0.24
H -0.2800 0.4119 -2.2655 0.21
C -2.1178 -1.3740 -1.3740 -0.23
H 1.6062 -1.9415 0.9189 0.26
H -2.0455 0.3796 1.2222 0.42
```

DFT (wB97M-V/def2-TZVPD) results for the molecule C7H14N2O in a non-equilibrium geometry.

For the strongest force on any atom, the calculation gives 6.2 eV Å⁻¹. Its SMILES is C[C@@H]1C[C@@H](C)CN(N=O)C1. The energy above the lowest of the compared OMol25 structures with the same formula, charge and spin is 3.6984 eV. As for the HOMO-LUMO gap: 9.54 eV.

XYZ file:
```
24
Properties=species:S:1:pos:R:3:nbo_charge:R:1
H -0.7919 2.9753 1.2840 0.19
O 3.0785 -0.4663 -0.0239 -0.47
C -2.8016 -1.4422 0.0198 -0.64
H 0.2728 1.6169 -1.3510 0.21
N 2.1780 -1.2563 -0.2171 0.23
C -0.2634 -1.5661 -0.0845 -0.21
H -0.2538 -2.4643 0.5340 0.22
C -1.4987 -0.7238 0.3320 -0.24
H 0.4218 3.6344 -0.0047 0.22
C -0.1543 1.4985 -0.3601 -0.24
H -3.5488 -1.4333 0.9039 0.23
H -1.4223 -0.5107 1.4259 0.21
N 1.0678 -0.7709 0.1087 -0.18
C -1.4461 0.6761 -0.3491 -0.40
H -2.8158 -2.6000 -0.0912 0.23
H -2.1128 1.2990 0.2202 0.21
H -1.8056 0.5700 -1.3481 0.21
C 0.9698 0.7158 0.3855 -0.29
H -1.1260 3.3592 -0.5051 0.21
H -0.3493 -1.7153 -1.1540 0.20
C -0.3627 2.9172 0.1153 -0.59
H 2.0307 1.0157 0.1067 0.27
H -3.3985 -1.0202 -0.8725 0.22
H 0.8938 0.7407 1.4490 0.20
```

DFT (wB97M-V/def2-TZVPD) results for a cluster of 2 separate species, C7H14N2O2 in total in a non-equilibrium geometry.

For the strongest force on any atom, the calculation gives 1.8 eV Å⁻¹. Its SMILES is C#C/C=N/O.CNCCOC. The energy above the lowest of the compared OMol25 structures with the same formula, charge and spin is 5.7690 eV. As for the HOMO-LUMO gap: 9.29 eV.

XYZ file:
```
25
Properties=species:S:1:pos:R:3:nbo_charge:R:1
H 2.6141 3.2147 -0.0856 0.20
H -5.8559 0.9147 -0.9048 0.22
C 2.9182 -0.1263 -0.3396 -0.26
H 3.9864 -0.0917 -0.5984 0.18
O -5.3695 1.9058 0.8364 -0.59
N -5.4135 0.4886 0.9363 -0.10
H 4.0533 2.3357 -0.5842 0.16
O 1.4980 -1.2712 1.3548 -0.52
H 0.6377 -2.2793 -0.2086 0.15
H 2.5422 2.2785 -1.5469 0.19
C -3.9863 -2.0084 -0.7957 -0.17
H 2.8956 -2.2141 0.1247 0.17
H -0.4617 -1.3104 0.8495 0.19
H 2.6248 1.2075 1.1596 0.36
C -5.4730 0.0831 -0.2602 -0.02
C 2.7330 -1.2574 0.6684 -0.08
H 0.6286 -0.5101 -0.3376 0.18
C 2.9488 2.2737 -0.5342 -0.41
H -4.3799 1.9373 0.9533 0.48
H 3.4961 -1.1941 1.4512 0.19
C 0.5162 -1.3399 0.3526 -0.26
C -4.7802 -1.1157 -0.5776 -0.07
N 2.4055 1.1371 0.1730 -0.62
H 2.3803 -0.3505 -1.2757 0.18
H -3.1590 -2.7077 -0.8105 0.25
```

DFT (wB97M-V/def2-TZVPD) results for a cluster of 2 separate species, C7H14N2O2 in total in a non-equilibrium geometry.

For the strongest force on any atom, the calculation gives 3.5 eV Å⁻¹. Its SMILES is C=CC[C@@H]1CN1.CC(=O)NO. The energy above the lowest of the compared OMol25 structures with the same formula, charge and spin is 3.6344 eV. As for the HOMO-LUMO gap: 9.39 eV.

XYZ file:
```
25
Properties=species:S:1:pos:R:3:nbo_charge:R:1
H 0.0310 0.0384 -1.8438 0.19
H 2.1675 -3.4273 0.1060 0.24
C -1.6798 1.3018 1.6205 -0.42
H 1.8817 -2.1845 -1.1770 0.25
C 1.4420 -2.6952 -0.3112 -0.72
N 0.0740 -2.1959 1.6096 -0.36
O 1.0865 -0.4666 0.4269 -0.57
H 0.4115 2.9237 -2.2231 0.34
C 0.0931 1.0811 -1.4875 -0.06
H -2.0735 0.7216 2.4395 0.18
H -1.0579 -1.1387 2.7578 0.48
H -1.9486 1.7245 -1.4747 0.21
C 1.4583 1.5656 -1.1542 -0.24
C 0.9847 -1.6816 0.6620 0.65
N 0.8026 1.9933 -2.3891 -0.60
H -0.8959 2.6461 -0.3924 0.20
O -1.0262 -1.3885 1.8223 -0.54
H 2.2797 0.8712 -1.2470 0.20
H -1.4588 2.3523 1.7998 0.19
H -0.1757 -3.2090 1.5034 0.36
H 1.5221 2.2761 -0.3165 0.19
H 0.5514 -3.2835 -0.5774 0.23
C -1.1116 1.6220 -0.7435 -0.46
H -1.8103 -0.2469 0.1798 0.21
C -1.5480 0.7999 0.4098 -0.12
```

DFT (wB97M-V/def2-TZVPD) results for the molecule C7H14N2O3 in a non-equilibrium geometry.

For the strongest force on any atom, the calculation gives 3.9 eV Å⁻¹. Its SMILES is CC(C)[C@H](N)C(=O)NCC(=O)O. The energy above the lowest of the compared OMol25 structures with the same formula, charge and spin is 2.9199 eV. As for the HOMO-LUMO gap: 9.12 eV.

XYZ file:
```
26
Properties=species:S:1:pos:R:3:nbo_charge:R:1
H 3.9520 -1.0170 -0.1225 0.22
N -1.4741 1.4310 -0.6769 -0.65
H 2.0073 0.9686 -0.4416 0.27
H -0.4844 -1.7544 -1.3407 0.39
H -2.7100 1.3335 1.2585 0.22
O 0.7588 2.0865 -0.6906 -0.61
H -4.6400 -1.3571 0.1305 0.51
C 0.4338 -0.1912 -0.2641 -0.17
H -3.4029 1.6439 -0.3315 0.24
H 1.2221 1.0615 1.9138 0.21
N 0.1879 -0.9154 -1.5643 -0.83
H 1.1150 -1.1991 -1.8221 0.36
H 2.7482 -1.2809 -1.3562 0.19
C -0.0897 1.2018 -0.5413 0.72
H -1.4673 2.4114 -1.1186 0.40
C 1.9619 0.3328 1.5933 -0.60
C 1.8351 -0.0694 0.1624 -0.31
O -2.1354 -1.3607 -0.0169 -0.60
H 1.8633 -0.4393 2.4400 0.19
O -4.2003 -0.5554 0.3265 -0.69
H 2.6154 -2.0618 0.2690 0.20
C 2.8557 -1.1332 -0.3062 -0.60
H -0.3011 -0.6187 0.3534 0.22
C -2.9073 -0.4262 0.1149 0.81
H 2.9049 0.8235 1.8264 0.21
C -2.6488 1.0854 0.2049 -0.31
```

DFT (wB97M-V/def2-TZVPD) results for a structure of composition C7H14N2OPSc in a non-equilibrium geometry.

For the strongest force on any atom, the calculation gives 3.1 eV Å⁻¹. The energy above the lowest of the compared OMol25 structures with the same formula, charge and spin is 2.7339 eV. As for the HOMO-LUMO gap (spin up / spin down): 5.17 / 5.11 eV.

XYZ file:
```
26
Properties=species:S:1:pos:R:3:nbo_charge:R:1
C -0.4628 -0.2101 4.1302 -0.42
N 1.4729 0.8300 1.1680 -0.78
Sc -1.5698 -1.6727 0.3759 0.88
H 1.5111 0.6491 0.1677 0.46
H -0.1125 3.7195 -3.0880 0.19
H 1.2031 1.0546 3.5862 0.40
P -0.1374 -3.5330 -0.5902 -0.14
H 1.1226 -3.1681 -1.2288 0.06
C -1.1530 0.5374 -2.7826 -0.39
H -1.8412 -0.3097 -2.8579 0.18
C -1.4127 1.8845 -3.1448 -0.33
H -1.3441 -0.5622 3.5832 0.23
H -2.3533 2.2615 -3.5435 0.20
C -0.2296 2.6495 -2.9056 -0.33
C 0.5171 0.2373 1.9068 0.83
H -0.7775 0.5096 4.8895 0.22
H -0.6676 -4.3337 -1.6849 0.04
H 0.3743 -4.6447 0.1928 0.01
C 0.2250 0.4629 -2.3262 -0.42
H 2.1480 1.4397 1.6182 0.40
N 0.4731 0.4461 3.2148 -0.58
H 0.0152 -1.0637 4.6279 0.21
O -0.3328 -0.5314 1.3045 -0.89
C 0.7747 1.7663 -2.4013 -0.37
H 1.8042 2.0369 -2.1627 0.18
H 0.7528 -0.4558 -2.0492 0.16
```

DFT (wB97M-V/def2-TZVPD) results for a cluster of 2 separate species, C7H14N2OS in total in a non-equilibrium geometry.

For the strongest force on any atom, the calculation gives 3.7 eV Å⁻¹. The energy above the lowest of the compared OMol25 structures with the same formula, charge and spin is 0.7245 eV. As for the HOMO-LUMO gap: 8.65 eV.

XYZ file:
```
25
Properties=species:S:1:pos:R:3:nbo_charge:R:1
H 0.7318 3.5298 -0.6375 0.23
C -2.9805 -0.9188 1.5981 -0.21
C 1.0668 1.6014 -0.0420 0.03
O -3.5625 -3.3803 1.3249 -0.99
H -2.0957 -2.9896 -0.1901 0.26
H -0.1165 -2.7106 -0.2356 0.24
H -1.2179 -0.8078 2.6852 0.41
H 2.3882 3.2357 0.2542 0.22
H 1.6327 -0.4256 0.6644 0.26
S -4.1697 -2.0430 1.1563 0.93
H -1.8319 -2.3240 2.1785 0.41
N -1.8107 -1.3130 2.0954 -0.75
H -2.1424 -0.5369 -1.1981 0.16
C -0.0094 0.9714 -0.5876 -0.08
C 1.9839 0.6332 0.6234 -0.66
H -0.7332 1.4747 -1.2279 0.17
H 2.9277 0.6402 0.0394 0.21
C -1.1359 -2.4714 -0.6490 -0.70
H 2.0744 2.8177 -1.4555 0.22
C 1.6197 2.9503 -0.4723 -0.65
N -0.3013 -0.3700 -0.2107 -0.49
H 2.2504 0.9940 1.6203 0.20
C -1.2311 -1.0182 -0.7671 0.13
H -1.1306 -2.8921 -1.7732 0.23
H -3.1479 0.1101 1.6996 0.22
```

DFT (wB97M-V/def2-TZVPD) results for the ion C7H14N3 with charge +1 in a non-equilibrium geometry.

Its total charge is +1. For the strongest force on any atom, the calculation gives 3.8 eV Å⁻¹. Its SMILES is [H]/N=C\CC[C@H](C)/[NH+]=C/N=C. The energy above the lowest of the compared OMol25 structures with the same formula, charge and spin is 3.6734 eV. As for the HOMO-LUMO gap: 9.65 eV.

XYZ file:
```
24
Properties=species:S:1:pos:R:3:nbo_charge:R:1
C 1.3558 0.5766 0.8956 0.39
C -1.9488 0.2521 0.1524 -0.49
C -1.3706 -0.0970 1.4751 0.16
N 2.0739 0.2163 1.9109 -0.38
N 1.0388 -0.2888 -0.0555 -0.52
H 1.1508 0.1254 3.7316 0.24
H 0.8419 -1.1166 0.3856 0.40
H 0.7190 -1.4254 -2.5507 0.22
H -1.8644 -0.1525 -1.9204 0.25
H 3.0773 -0.3129 3.6226 0.23
H 1.9771 -0.0162 -2.2704 0.23
H 0.0931 1.3361 -1.1290 0.22
H -3.0602 0.0986 0.1237 0.27
C 0.9264 -0.3314 -2.5091 -0.64
C 2.0786 -0.0409 3.1719 0.08
C 0.1864 0.1786 -1.2214 -0.03
C -1.1985 -0.4277 -1.0879 -0.41
H -1.1908 -1.1280 1.6645 0.16
H 1.5845 1.6565 0.5862 0.25
H -1.1049 -1.4615 -0.9931 0.21
H -1.1322 1.7096 2.4016 0.36
H 0.5342 -0.1061 -3.5473 0.26
H -1.7568 1.3196 0.0510 0.21
N -0.9426 0.6672 2.3990 -0.67
```

DFT (wB97M-V/def2-TZVPD) results for a structure of composition C7H14N3 in a non-equilibrium geometry.

Its total charge is +1. For the strongest force on any atom, the calculation gives 3.2 eV Å⁻¹. The energy above the lowest of the compared OMol25 structures with the same formula, charge and spin is 3.0143 eV. As for the HOMO-LUMO gap: 8.27 eV.

XYZ file:
```
24
Properties=species:S:1:pos:R:3:nbo_charge:R:1
H 1.6309 2.2275 0.9099 0.22
C 0.9112 -0.9629 -0.1760 0.21
H 2.9674 1.1664 0.2642 0.24
C 1.9695 1.2483 0.7895 -0.61
H -1.7996 1.3897 -2.0186 0.41
C 0.7907 0.5163 0.0452 -0.10
H 0.3672 -2.8926 -0.1810 0.23
C -2.0886 0.4854 -0.1356 0.20
H 2.2291 -2.4039 -1.0687 0.41
H -1.4339 -0.2730 -1.8716 0.40
H -1.8034 -2.6880 0.9734 0.23
N 1.9458 -1.3903 -0.9923 -0.77
H 2.1715 0.8923 1.8218 0.23
H 0.7116 1.1811 -0.9430 0.22
C -2.2546 -0.7397 0.5934 -0.33
N -1.9429 0.5208 -1.4722 -0.76
H -0.4082 0.6256 1.7653 0.43
H -2.6668 1.3901 0.0850 0.23
H -3.1403 -0.9565 1.2017 0.26
N -0.4704 0.8996 0.7082 -0.67
C -1.3911 -1.8090 0.5334 -0.13
H 2.7746 -0.9399 -0.7671 0.37
H -0.5162 1.9582 0.5781 0.41
C -0.0158 -1.9110 0.1036 -0.34
```

DFT (wB97M-V/def2-TZVPD) results for the ion C7H14N3 with charge +1 in a non-equilibrium geometry.

Its total charge is +1. For the strongest force on any atom, the calculation gives 6.4 eV Å⁻¹. The multiplicity is 3. The energy above the lowest of the compared OMol25 structures with the same formula, charge and spin is 1.9680 eV. As for the HOMO-LUMO gap (spin up / spin down): 9.91 / 7.74 eV.

XYZ file:
```
24
Properties=species:S:1:pos:R:3:nbo_charge:R:1
C 1.3624 0.1236 1.1723 -0.21
H -1.1956 -1.3690 -1.5544 0.21
H 0.5071 -1.8691 2.1130 0.23
N -0.7905 -0.0829 -0.0690 -0.09
C -0.9198 1.4041 1.6357 -0.39
C -2.0308 0.4653 -0.0435 -0.13
C 1.2252 -1.0701 2.2128 -0.67
C -2.2208 1.3262 1.0102 0.27
H 2.2079 -1.4756 2.3136 0.24
N 0.6459 -0.1313 -1.8718 -0.61
H 1.8270 1.0806 1.6540 0.25
H -1.1298 1.0278 2.6869 0.27
H -2.6829 0.1317 -0.7902 0.24
H 0.5142 0.9305 -3.5614 0.22
H -0.7235 -0.2569 -3.6900 0.20
N 0.0374 0.5535 0.8039 -0.09
C -0.1634 0.3986 -3.0238 -0.40
H -0.3194 2.3736 1.8346 0.27
C -0.1800 -1.0043 -1.1420 -0.05
H 1.7847 -0.2490 0.3535 0.22
H 1.1511 -0.7953 3.2842 0.24
H 0.4625 -1.8306 -0.8302 0.24
H -0.8502 0.9605 -2.4458 0.19
H 1.4815 -0.6419 -2.0527 0.38
```

Question: Among the records above, which one has the lowest strongest force on any atom?
Answer: number 3

Question: Among the records above, which one has the highest strongest force on any atom?
Answer: number 10

Question: energy above the lowest of the compared OMol25 structures with the same formula, charge and spin of number 9 (C7H14N3)?
Answer: 3.0143 eV

Question: What is the formula in the second record?
Answer: C7H14N2O